Density functional theory data (ωB97M-V/def2-TZVPD) for 2 unconnected molecules or ions with the total composition C9H14S.

Geometry (Å):
C  1.13209  -1.98773  0.27860
C  -0.22687  -1.35276  0.19160
C  -1.17694  -1.67471  -0.76047
C  -2.50626  -1.22444  -0.64312
C  -2.90609  -0.62247  0.50099
C  -1.93756  -0.10845  1.39585
C  -0.62892  -0.52381  1.28558
H  1.40291  -2.58978  -0.57783
H  1.07217  -2.52777  1.24181
H  1.85043  -1.15815  0.32224
H  -0.89093  -2.32338  -1.58091
H  -3.08979  -1.30445  -1.58086
H  -3.92781  -0.36410  0.74675
H  -2.30039  0.44658  2.25468
H  0.04937  -0.28037  2.09274
C  1.51640  2.65013  0.66868
S  2.28802  1.20711  -0.12302
C  1.61278  1.19471  -1.77375
H  0.51551  2.53270  1.05128
H  2.19177  2.84502  1.49097
H  1.61300  3.43095  -0.08616
H  0.50905  1.18299  -1.86013
H  2.12926  0.38228  -2.28203
H  1.70883  2.16989  -2.25348

Atoms 1-3, force components in eV/Å:
-0.31 0.87 0.48
-0.67 0.05 1.01
0.21 0.43 0.23

**HOMO energy**: -8.368 eV
**Energy relative to the best compared isomer or geometry (same formula, charge and spin)**: 0.870 eV
**Molecular weight**: 154.3 g/mol
**HOMO-LUMO gap**: 0.3400 Eh
**SMILES string**: Cc1ccccc1.CSC
**LUMO energy**: 0.88 eV

=====

Density functional theory data (ωB97M-V/def2-TZVPD) for a molecular structure, C9H15BiO6.

Geometry (Å):
O  -0.26008  2.22076  1.37020
C  -1.12562  2.69086  0.65155
C  -1.58951  1.96605  -0.56863
O  -0.68832  0.91460  -0.82300
C  -1.04939  -0.05641  -1.79596
C  -1.85137  -1.18668  -1.21231
O  -2.96536  -0.70397  -0.64160
C  -3.49402  -1.38262  0.48599
H  -1.63050  2.66782  -1.41859
H  -1.72827  3.55504  0.97812
H  -2.62671  1.64108  -0.38641
H  -0.10032  -0.45785  -2.17504
H  -1.58661  0.41653  -2.63092
H  -2.03408  -1.98109  -1.95583
H  -1.11114  -1.81823  -0.25318
H  -4.47342  -0.94183  0.69617
H  -3.59589  -2.45861  0.28091
H  -2.82730  -1.19414  1.33986
O  2.69717  1.33181  -0.00474
C  3.40659  0.42716  -0.64445
C  3.00324  -0.84953  -0.81039
O  1.68020  -1.10896  -0.42539
C  1.42192  -2.27796  0.32980
C  0.17531  -1.99751  1.13364
O  0.15514  -0.84421  1.68148
Bi  0.93527  0.69279  0.55729
H  4.35635  0.73725  -1.10258
H  3.51589  -1.62612  -1.37450
H  2.26120  -2.49759  1.01097
H  1.25257  -3.14323  -0.33135
H  -0.15187  -2.85843  1.74474

Atoms 1-3, force components in eV/Å:
-2.32 3.63 1.38
-1.70 0.05 0.45
-0.55 1.50 -0.25

**HOMO energy**: -15.839 eV
**Molecular weight**: 428.2 g/mol
**HOMO-LUMO gap**: 0.2484 Eh
**LUMO energy**: -9.08 eV
**Total charge**: +2

=====

Density functional theory data (ωB97M-V/def2-TZVPD) for a molecular structure, C9H15Br3Cl8O2.

Geometry (Å):
O  19.85692  -4.53796  15.37467
C  20.80080  -4.69363  14.66474
O  20.83372  -4.23658  13.37815
C  22.07476  -4.66988  12.76748
C  23.05012  -4.78531  13.92733
C  22.11336  -5.38741  14.98263
H  22.34161  -3.97204  11.97888
H  21.87347  -5.62876  12.27792
H  23.41255  -3.81202  14.24989
H  23.87692  -5.44161  13.66130
H  22.39844  -5.17354  16.00896
H  22.04918  -6.46896  14.86540
C  30.69450  -4.97425  7.65992
Cl  29.84429  -5.78933  8.98235
Cl  30.28708  -5.65259  6.09497
H  30.39880  -3.93230  7.68195
H  31.75747  -5.06289  7.84755
C  23.33028  -4.69734  8.86969
Cl  24.06983  -3.49945  9.94796
Cl  24.47048  -5.25895  7.65309
H  23.03370  -5.54746  9.47178
H  22.48060  -4.23408  8.38539
C  26.54792  -5.72260  11.01300
Cl  26.71371  -5.05504  12.63055
Cl  25.29745  -6.97199  10.95260
H  26.21603  -4.91673  10.37154
H  27.48937  -6.14115  10.68225
C  29.65014  -2.82730  12.36767
Cl  31.04080  -2.21150  11.48534
Cl  30.04778  -4.12550  13.49023
H  29.18396  -2.02653  12.93358
H  28.90726  -3.17111  11.65690
C  28.14787  -0.90056  8.22417
Br  28.21507  0.60053  9.38300
Br  27.60650  -2.45728  9.20051
Br  29.84142  -1.14837  7.37102
H  27.38993  -0.74394  7.47249

Atoms 1-3, force components in eV/Å:
-0.17 0.09 0.10
-0.03 -0.30 -0.30
0.24 -0.15 0.16

**HOMO energy**: -10.173 eV
**Molecular weight**: 678.6 g/mol
**HOMO-LUMO gap**: 0.3641 Eh
**LUMO energy**: -0.27 eV